No. 1
ORCA calculation (ωB97M-V with the def2-TZVPD basis set) on C35H72FIN2O10PS as an isolated structure.

ORCA input file:
```
! RIJCOSX wB97M-V def2-TZVPD def2/J DEFGRID3
* xyz 1 1
C 2.23 3.26 2.47
C 2.85 1.87 2.65
C 3.50 1.63 4.02
C 4.44 0.42 4.00
C 4.65 -0.31 5.33
C 3.35 -0.71 6.04
C 2.60 -1.89 5.39
C 1.09 -1.73 5.58
C 0.20 -2.84 4.98
C -0.42 -2.59 3.61
O 0.57 -2.05 2.77
C 0.21 -2.25 1.43
C 1.40 -1.95 0.50
F 2.57 -2.09 1.23
C 1.43 -2.92 -0.69
C 2.23 -4.19 -0.38
C -1.01 -1.39 1.05
N -1.94 -2.03 0.19
C -1.92 -1.65 -1.23
C -2.72 -2.64 -2.07
N -1.69 -0.79 2.33
I -0.48 0.96 2.80
C -3.06 -0.28 1.96
C -3.12 0.77 0.84
C -3.56 2.18 1.30
S -2.56 3.54 0.63
C -1.76 -1.75 3.54
C -2.89 -2.81 3.30
C -4.39 -2.62 3.61
O -4.77 -3.45 4.69
P -1.88 -0.76 5.20
O -2.71 -1.97 5.89
O -3.14 0.25 4.92
H 1.47 3.47 3.23
H 1.75 3.33 1.49
H 2.98 4.06 2.49
H 2.08 1.12 2.52
H 3.60 1.71 1.87
H 4.02 2.54 4.34
H 2.69 1.45 4.74
H 5.41 0.75 3.62
H 4.06 -0.30 3.26
H 5.24 -1.21 5.14
H 5.26 0.31 6.01
H 2.67 0.15 6.09
H 3.58 -0.96 7.08
H 2.94 -2.83 5.83
H 2.83 -1.95 4.31
H 0.81 -0.76 5.16
H 0.88 -1.66 6.66
H -0.57 -3.17 5.68
H 0.84 -3.73 4.82
H -0.67 -3.57 3.19
H -0.05 -3.31 1.28
H 1.39 -0.91 0.17
H 0.40 -3.22 -0.92
H 1.84 -2.42 -1.57
H 3.31 -4.00 -0.40
H 2.02 -4.95 -1.15
H 1.97 -4.62 0.59
H -0.64 -0.51 0.51
H -1.94 -3.03 0.31
H -0.90 -1.56 -1.61
H -2.38 -0.66 -1.32
H -2.68 -3.65 -1.65
H -2.36 -2.67 -3.10
H -3.78 -2.36 -2.10
H -3.66 -1.15 1.69
H -3.48 0.13 2.87
H -2.19 0.86 0.28
H -3.86 0.39 0.12
H -4.57 2.38 0.94
H -3.57 2.26 2.39
H -1.89 3.81 1.74
H -2.81 -3.09 2.24
H -2.58 -3.70 3.87
H -4.96 -2.88 2.71
H -4.64 -1.58 3.82
H -5.58 -3.90 4.47
H -2.70 -1.88 6.84
H -3.98 -0.17 5.10
O 2.27 6.04 0.91
C 2.32 5.81 -0.26
O 2.65 4.56 -0.64
C 2.53 4.12 -2.00
C 3.76 4.45 -2.82
C 2.07 6.87 -1.31
H 1.62 4.51 -2.45
H 2.42 3.04 -1.93
H 3.90 5.53 -2.89
H 3.65 4.06 -3.82
H 4.65 4.02 -2.35
H 3.01 7.40 -1.47
H 1.34 7.57 -0.91
H 1.72 6.49 -2.27
O 1.26 5.30 -4.90
C 0.78 4.38 -5.51
O 1.44 3.21 -5.51
C 0.89 2.01 -6.08
C 1.15 1.92 -7.56
C -0.48 4.53 -6.31
H -0.17 1.92 -5.84
H 1.40 1.20 -5.55
H 0.66 2.73 -8.11
H 0.77 0.97 -7.94
H 2.22 1.98 -7.76
H -0.22 4.94 -7.29
H -1.12 5.26 -5.81
H -1.04 3.61 -6.46
O -0.35 -0.82 -5.87
C -1.07 -1.73 -6.16
O -2.28 -1.44 -6.67
C -3.16 -2.44 -7.21
C -4.01 -3.08 -6.13
C -0.69 -3.17 -5.90
H -2.59 -3.17 -7.78
H -3.78 -1.89 -7.91
H -3.40 -3.62 -5.41
H -4.71 -3.79 -6.59
H -4.58 -2.32 -5.60
H -0.95 -3.41 -4.87
H 0.39 -3.25 -6.02
H -1.18 -3.89 -6.56
*
```

Maximum force ... 0.9 eV/Å
LUMO ... -4.4 eV
Gap between HOMO and LUMO ... 7.03 eV

---

No. 2
ORCA calculation (ωB97M-V with the def2-TZVPD basis set) on C9H19InNO as an isolated structure.

ORCA input file:
```
! RIJCOSX wB97M-V def2-TZVPD def2/J DEFGRID3
* xyz 3 1
In 4.04 1.84 1.24
C -0.73 1.16 -1.86
C -0.39 1.24 -0.33
C -1.62 0.85 0.57
C -1.96 -0.68 0.59
C -0.70 -1.34 1.18
C 0.63 -1.11 0.34
N 0.74 0.37 0.09
O 1.97 0.63 -0.52
C 1.81 -1.68 1.19
C 0.35 -1.96 -0.97
C -0.24 2.70 -0.01
H -0.82 0.19 -2.34
H 0.13 1.48 -2.44
H -1.58 1.77 -2.15
H -1.49 1.16 1.60
H -2.44 1.50 0.27
H -2.31 -1.11 -0.35
H -2.76 -0.98 1.27
H -0.89 -2.41 1.18
H -0.53 -1.09 2.22
H 2.71 -1.70 0.58
H 2.08 -0.99 2.00
H 1.46 -2.58 1.69
H -0.62 -1.80 -1.45
H 1.17 -1.78 -1.66
H 0.35 -3.05 -0.88
H 0.67 3.01 -0.53
H -0.02 2.84 1.05
H -1.06 3.38 -0.22
H 2.06 0.14 -1.35
*
```

Maximum force ... 6.4 eV/Å
LUMO ... -17.2 eV
Energy above the lowest of the compared OMol25 structures with the same formula, charge and spin ... 1.464 eV
Gap between HOMO and LUMO ... 5.20 eV